No. 1
{
  "formula": "C3H10N2O",
  "method": "ωB97M-V with the def2-TZVPD basis set",
  "total_energy_ev": -8300.18033,
  "orbital_gap_ev": 10.23,
  "e_homo_ev": -9.3789,
  "relative_energy_kj_mol": 127.72,
  "elements": ["C", "C", "N", "C", "N", "H", "H", "H", "H", "H", "H", "H", "H", "O", "H", "H"],
  "coordinates": [[1.748, -0.889, -0.523], [0.275, -0.846, -0.078], [0.067, 0.331, 0.820], [-0.969, 0.185, 1.554], [-2.077, -0.635, 1.303], [1.881, -1.867, -1.000], [2.061, -0.104, -1.209], [2.397, -0.870, 0.353], [-0.322, -0.952, -0.988], [0.131, -1.729, 0.547], [-1.113, 0.893, 2.360], [-2.109, -0.970, 0.358], [-2.944, -0.144, 1.457], [0.016, 2.793, -1.740], [-0.006, 1.864, -1.543], [0.966, 2.940, -1.671]]
}

No. 2
{
  "formula": "C3H10N2O",
  "method": "ωB97M-V with the def2-TZVPD basis set",
  "total_energy_ev": -8299.01917,
  "orbital_gap_ev": 10.12,
  "e_homo_ev": -9.1017,
  "relative_energy_kj_mol": 239.75,
  "elements": ["N", "C", "N", "C", "C", "O", "H", "H", "H", "H", "H", "H", "H", "H", "H", "H"],
  "coordinates": [[2.771, -0.348, -1.277], [1.322, -0.085, -1.458], [0.451, -0.566, -0.263], [-0.429, 0.572, 0.282], [-1.503, -0.124, 1.275], [-2.694, 0.664, 1.447], [3.005, -1.304, -0.891], [3.141, -0.358, -2.233], [0.983, -0.500, -2.342], [1.323, 0.959, -1.700], [1.079, -0.747, 0.564], [-1.099, 0.960, -0.475], [0.308, 1.253, 0.863], [-1.058, -0.264, 2.247], [-1.631, -1.146, 0.921], [-3.392, 0.053, 1.654]]
}

No. 3
{
  "formula": "C3H10N2O",
  "method": "ωB97M-V with the def2-TZVPD basis set",
  "total_energy_ev": -8298.92811,
  "orbital_gap_ev": 9.50,
  "e_homo_ev": -8.8146,
  "relative_energy_kj_mol": 248.54,
  "elements": ["C", "C", "O", "H", "H", "H", "H", "N", "C", "N", "H", "H", "H", "H", "H", "H"],
  "coordinates": [[1.532, 1.983, 0.473], [2.169, 0.854, 0.263], [1.624, -0.202, -0.475], [2.067, 2.811, 0.986], [0.694, 2.159, -0.196], [3.131, 0.709, 0.609], [1.781, -1.006, 0.140], [-1.435, -0.077, -1.075], [-2.114, -0.568, 0.043], [-1.501, -1.641, 0.882], [-1.579, -0.531, -2.007], [-0.556, 0.278, -0.871], [-3.163, -0.772, -0.148], [-2.207, 0.258, 0.814], [-0.516, -1.318, 0.750], [-1.613, -2.553, 0.409]]
}

No. 4
{
  "formula": "C3H10N2O",
  "method": "ωB97M-V with the def2-TZVPD basis set",
  "total_energy_ev": -8300.19064,
  "orbital_gap_ev": 10.08,
  "e_homo_ev": -9.1332,
  "relative_energy_kj_mol": 126.72,
  "elements": ["N", "C", "C", "N", "C", "O", "H", "H", "H", "H", "H", "H", "H", "H", "H", "H"],
  "coordinates": [[2.110, -0.927, -0.433], [1.358, 0.293, -0.600], [0.063, 0.399, 0.275], [-0.243, -0.751, 1.132], [-1.188, 0.700, -0.556], [-2.375, 0.524, 0.162], [2.203, -1.479, -1.260], [2.735, -1.072, 0.331], [1.977, 1.153, -0.340], [1.053, 0.378, -1.619], [0.165, 1.261, 0.949], [0.627, -1.104, 1.518], [-0.596, -1.505, 0.549], [-1.221, 0.029, -1.432], [-1.207, 1.714, -0.964], [-2.158, 0.200, 1.057]]
}

No. 5
{
  "formula": "C3H10N2O",
  "method": "ωB97M-V with the def2-TZVPD basis set",
  "total_energy_ev": -8296.38597,
  "orbital_gap_ev": [8.32, 7.66],
  "e_homo_ev": [-7.6573, -6.9627],
  "relative_energy_kj_mol": 493.82,
  "elements": ["C", "C", "C", "N", "N", "O", "H", "H", "H", "H", "H", "H", "H", "H", "H", "H"],
  "coordinates": [[0.113, 1.086, 0.994], [0.502, -1.374, 0.697], [-0.431, -0.256, 0.582], [0.362, 0.748, -2.232], [-0.716, -0.024, -1.771], [-1.720, -0.635, 0.901], [0.996, 1.294, 0.402], [-0.547, 1.824, 1.096], [0.587, 0.918, 1.896], [0.333, -2.081, 1.622], [0.498, -2.181, -0.171], [1.566, -1.041, 0.663], [-0.030, 1.640, -2.523], [1.110, 0.923, -1.586], [-0.510, -1.063, -1.773], [-2.114, 0.222, 1.205]]
}

No. 6
{
  "formula": "C3H10N2O",
  "method": "ωB97M-V with the def2-TZVPD basis set",
  "total_energy_ev": -8299.98011,
  "orbital_gap_ev": 10.08,
  "e_homo_ev": -9.0395,
  "relative_energy_kj_mol": 147.04,
  "elements": ["N", "C", "C", "N", "C", "O", "H", "H", "H", "H", "H", "H", "H", "H", "H", "H"],
  "coordinates": [[1.660, 2.479, -0.376], [1.199, 1.345, 0.418], [0.077, 0.630, -0.345], [-0.097, -0.687, 0.223], [-1.438, -1.262, 0.056], [-1.393, -2.652, -0.026], [1.014, 3.042, -0.896], [2.217, 3.156, 0.103], [2.094, 0.728, 0.483], [0.845, 1.575, 1.429], [0.352, 0.526, -1.396], [-0.825, 1.259, -0.302], [0.142, -0.827, 1.191], [-1.919, -0.866, -0.852], [-2.036, -0.852, 0.885], [-0.510, -2.796, -0.331]]
}

No. 7
{
  "formula": "C3H10N2O",
  "method": "ωB97M-V with the def2-TZVPD basis set",
  "total_energy_ev": -8298.52706,
  "orbital_gap_ev": 9.34,
  "e_homo_ev": -8.8162,
  "relative_energy_kj_mol": 287.23,
  "elements": ["C", "C", "O", "H", "H", "H", "H", "N", "C", "N", "H", "H", "H", "H", "H", "H"],
  "coordinates": [[1.317, 1.814, 0.084], [0.063, 2.064, 0.494], [-1.071, 1.749, -0.017], [2.217, 2.078, 0.670], [1.428, 1.126, -0.581], [-0.110, 2.791, 1.370], [-1.678, 2.493, -0.048], [0.254, -1.634, -1.329], [0.051, -2.040, 0.030], [-1.009, -1.287, 0.776], [-0.485, -0.985, -1.573], [1.125, -1.187, -1.583], [-0.250, -3.032, 0.115], [0.936, -1.954, 0.643], [-0.964, -0.345, 0.664], [-1.824, -1.651, 0.288]]
}

No. 8
{
  "formula": "C3H10N2O",
  "method": "ωB97M-V with the def2-TZVPD basis set",
  "total_energy_ev": -8299.71089,
  "orbital_gap_ev": 8.96,
  "e_homo_ev": -8.1507,
  "relative_energy_kj_mol": 173.01,
  "elements": ["C", "C", "N", "H", "H", "H", "H", "H", "N", "C", "O", "H", "H", "H", "H", "H"],
  "coordinates": [[-0.981, 0.263, 2.769], [0.096, 0.880, 3.257], [0.856, 1.825, 2.611], [-1.702, -0.234, 3.401], [-1.181, 0.237, 1.701], [0.491, 0.621, 4.232], [1.831, 1.849, 2.855], [0.666, 1.963, 1.630], [0.307, 0.115, -2.469], [0.285, -1.295, -2.760], [-0.797, -1.716, -3.578], [-0.625, 0.468, -2.257], [0.642, 0.588, -3.298], [1.248, -1.525, -3.236], [0.317, -1.905, -1.846], [-1.453, -2.134, -3.012]]
}

No. 9
{
  "formula": "C3H10N2O",
  "method": "ωB97M-V with the def2-TZVPD basis set",
  "total_energy_ev": -8299.38119,
  "orbital_gap_ev": 9.72,
  "e_homo_ev": -8.9811,
  "relative_energy_kj_mol": 204.82,
  "elements": ["C", "C", "N", "C", "N", "H", "H", "H", "H", "H", "H", "H", "H", "O", "H", "H"],
  "coordinates": [[1.190, -0.895, 2.738], [-0.113, -0.389, 2.341], [0.199, 0.916, 1.665], [-0.338, 1.224, 0.515], [-1.258, 0.449, -0.220], [1.805, -0.241, 3.324], [1.714, -1.261, 1.764], [1.259, -1.993, 3.166], [-0.740, 0.056, 3.168], [-0.668, -1.065, 1.765], [-0.212, 2.292, 0.138], [-1.025, -0.536, -0.216], [-1.539, 0.705, -1.172], [-0.280, 0.121, -6.128], [0.388, 0.657, -5.789], [-0.382, -0.040, -7.059]]
}

No. 10
{
  "formula": "C3H10N2O",
  "method": "ωB97M-V with the def2-TZVPD basis set",
  "total_energy_ev": -8300.43308,
  "orbital_gap_ev": 10.23,
  "e_homo_ev": -9.2490,
  "relative_energy_kj_mol": 103.33,
  "elements": ["N", "C", "C", "N", "C", "O", "H", "H", "H", "H", "H", "H", "H", "H", "H", "H"],
  "coordinates": [[-1.360, -1.587, -0.684], [-0.468, -0.475, -1.091], [-0.026, 0.432, 0.063], [0.855, 1.497, -0.417], [0.655, -0.314, 1.183], [0.836, 0.537, 2.302], [-2.267, -1.430, -1.109], [-1.538, -1.560, 0.307], [0.409, -0.924, -1.554], [-0.990, 0.091, -1.846], [-0.976, 0.887, 0.368], [0.381, 2.272, -0.845], [1.528, 1.115, -1.064], [1.649, -0.716, 0.938], [0.016, -1.147, 1.489], [1.294, 1.322, 1.960]]
}

No. 11
{
  "formula": "C3H10N2O",
  "method": "ωB97M-V with the def2-TZVPD basis set",
  "total_energy_ev": -8299.84206,
  "orbital_gap_ev": 9.78,
  "e_homo_ev": -8.9368,
  "relative_energy_kj_mol": 160.36,
  "elements": ["C", "C", "N", "H", "H", "H", "H", "H", "N", "C", "O", "H", "H", "H", "H", "H"],
  "coordinates": [[-0.829, 2.156, 0.205], [0.289, 1.590, -0.199], [0.401, 0.907, -1.465], [-0.960, 2.576, 1.201], [-1.723, 2.206, -0.418], [1.244, 1.564, 0.315], [-0.499, 0.985, -1.937], [1.055, 1.401, -2.079], [0.399, -1.506, 1.585], [-0.150, -2.142, 0.396], [0.601, -1.916, -0.766], [1.228, -0.953, 1.399], [-0.270, -0.864, 1.991], [-0.141, -3.226, 0.532], [-1.176, -1.792, 0.274], [0.530, -0.986, -1.032]]
}

No. 12
{
  "formula": "C3H10N2O",
  "method": "ωB97M-V with the def2-TZVPD basis set",
  "total_energy_ev": -8300.63985,
  "orbital_gap_ev": 10.22,
  "e_homo_ev": -9.4412,
  "relative_energy_kj_mol": 83.38,
  "elements": ["H", "N", "C", "N", "H", "H", "H", "C", "C", "O", "H", "H", "H", "H", "H", "H"],
  "coordinates": [[2.191, -1.273, 0.103], [1.178, -1.266, 0.083], [0.710, -2.442, 0.036], [-0.615, -2.695, -0.157], [1.323, -3.341, 0.136], [-1.239, -1.909, -0.087], [-0.967, -3.610, 0.052], [-1.524, 2.401, -0.112], [-0.145, 2.183, 0.488], [0.702, 1.490, -0.418], [-2.106, 3.181, 0.381], [-2.140, 1.499, -0.110], [-1.396, 2.701, -1.157], [0.317, 3.152, 0.698], [-0.194, 1.640, 1.435], [0.701, 0.546, -0.159]]
}